ORCA calculation (wB97M-V/def2-TZVPD) on a structure of composition C14H26BrFInN4O in a non-equilibrium geometry.

Summary:
LUMO energy: 2.642 eV
Frontier orbital gap: 7.39 eV
M: 480.109 g/mol

```
! wB97M-V def2-TZVPD RIJCOSX def2/J DEFGRID3
* xyz -1 1
H -2.3126 2.9613 -2.9417
C 0.2452 2.0846 -0.8492
H 2.2712 2.4984 -0.1488
H -2.6309 -2.4594 -2.8678
H 0.0507 2.9020 -0.1615
C 2.1309 -0.7038 4.3686
N 4.2641 0.8465 -1.4730
O -1.3759 -1.2922 -0.2378
H 1.8083 0.2215 0.3739
N 3.5712 -1.3007 -0.6185
H -0.9672 -0.8192 -3.7697
In -3.0490 1.7045 -0.6406
C -1.8277 2.1154 -2.4499
H 0.8749 -3.7981 4.9277
C -2.6186 -1.4611 -0.9484
H -1.8778 1.3019 -3.1710
H 4.5313 -1.5145 -0.8649
C -0.0840 -2.2690 3.7674
N -0.9860 -1.2144 -2.8379
H -3.0023 -2.4549 -0.6791
H -4.5704 -0.6414 -1.0276
C -0.3363 2.4778 -2.2145
H 2.8419 -2.3989 5.4637
C 0.9381 -2.7850 4.5531
C -0.0133 -0.9716 3.2834
N 2.0664 0.4364 -0.5787
C 2.0425 -2.0007 4.8530
C 1.0982 -0.2149 3.5936
Br -5.2739 3.0842 -0.9135
C 3.3168 -0.0774 -0.8718
H 4.3902 0.5772 -2.4402
F 1.1892 1.0431 3.1160
H -3.0938 -0.7716 -2.9374
H 2.9865 -0.0769 4.5805
H -0.6097 -0.4934 -2.2348
H -1.0124 -2.1684 -0.1456
H 0.2700 2.0284 -3.0075
H -3.8239 -0.6341 0.5691
C 1.7673 1.8537 -0.8720
C -2.3857 -1.4679 -2.4784
H -0.2294 3.5582 -2.3239
H 2.1862 2.0933 -1.8440
H -2.3064 2.2128 0.8833
H -0.9442 -2.8786 3.5257
H -0.2116 1.1665 -0.4871
H 5.1462 0.6990 -1.0029
H -0.8028 -0.5548 2.6718
C -3.6411 -0.4437 -0.4912
*
```

How is the electron density shared among the atoms? According to Löwdin, the charges in e are: 0.0142, -0.2367, 0.1053, 0.0957, 0.0899, -0.0242, 0.0735, -0.0834, 0.1182, 0.0980, 0.0577, 0.3311, -0.2980, 0.0953, -0.4782, 0.0021, 0.0212, -0.0790, 0.0032, 0.1197, 0.0389, -0.3022, 0.0984, -0.1051, -0.0012, 0.0408, -0.0962, -0.2854, -0.1947, -0.5342, 0.0762, 0.0554, 0.0948, 0.1131, 0.0379, 0.0813, 0.0892, 0.0306, -0.2056, -0.2462, 0.0946, 0.0925, -0.0843, 0.1050, 0.0605, 0.0668, 0.1213, -0.2676